Entry 1:
Computed, not measured: 11 unconnected molecules or ions with the total composition C39H72Cl2O30 at a distorted geometry, with ωB97M-V with the def2-TZVPD basis set.

Computed properties:
Kohn-Sham gap: 10.882 eV
SMILES string: CCOC(=O)OC.CCOC(=O)OC.CCOC(=O)OC.CCOC(=O)OC.CCOC(=O)OC.CCOC(=O)OC.CCOC(=O)OC.O=C1OCCO1.O=C1OCCO1.O=C1OCCO1.ClCCCl
LUMO: 0.17 eV
Charge: 0
Largest force on an atom: 2.931 eV Å⁻¹

```
143
Properties=species:S:1:pos:R:3:forces:R:3
O 6.299776 -0.689298 16.782499 -0.848 0.668 -0.346
C 6.624832 -4.492653 26.051207 0.657 -0.160 0.371
C 5.652632 2.306147 19.395541 0.739 0.879 0.152
H 12.641487 0.753326 11.868911 -0.275 0.282 -0.183
O 5.648858 5.234767 12.749518 -0.153 0.185 0.124
C 6.643132 -2.170809 19.901668 1.010 0.187 -0.430
H 4.673780 -3.111750 20.163654 0.056 0.174 -0.175
H 12.043014 0.787705 10.252880 -0.320 -0.337 -0.274
C 3.760726 -6.474951 16.069322 -1.149 1.771 -0.737
C 10.473279 1.108657 17.008024 1.300 -0.402 -0.197
O 9.980340 1.508321 15.726926 -0.617 -0.483 0.266
Cl 4.688155 3.712953 24.141399 0.254 -0.055 0.172
H 2.334204 0.299898 22.599572 -0.272 0.211 -0.208
H 5.934715 -3.753037 21.182395 0.276 -0.107 -0.373
H 2.430143 5.071093 10.874490 -0.120 -0.117 0.203
C 12.081936 0.150975 11.129752 1.379 0.927 1.493
O 1.384010 -0.322663 20.812364 -0.054 -0.280 -0.341
H 7.042001 -2.727655 24.189049 -0.840 -0.150 0.855
H 4.837707 -2.048132 25.903267 0.426 -0.270 -0.485
C -1.779096 -1.794959 20.763535 0.620 -1.040 1.102
O 8.188535 -0.924315 17.973062 0.704 -0.068 0.118
H 7.022166 -0.740704 14.889138 0.252 0.031 0.045
H 10.425025 1.981015 17.663962 0.027 -0.115 0.012
C 3.158610 -6.234687 21.872866 1.015 0.343 0.740
Cl 6.108071 0.083314 22.188538 0.020 0.466 0.307
C 6.075087 4.528395 19.390417 -0.242 0.921 0.984
C 5.632803 1.272763 23.447405 -0.801 -0.901 0.791
C 5.568121 -2.832653 20.720939 -0.505 -0.327 0.548
H 9.442274 -1.892505 16.281495 0.572 0.072 -0.132
H 6.025175 5.386776 18.722543 0.364 -0.625 -0.812
H -2.106788 -3.053094 18.968575 0.443 0.078 0.181
O 5.774854 -4.562399 25.228407 -1.379 -0.095 -1.312
C 9.157885 -4.830511 18.481713 -0.247 -0.534 -0.164
H 7.460769 -6.121088 19.265933 0.506 -0.069 0.201
O 10.078544 -7.618156 16.743137 -0.301 0.023 -0.505
O 5.147533 3.498391 19.037569 -0.121 0.704 -0.107
O 3.944052 4.102284 11.780118 -0.069 -0.084 -0.212
H 5.433334 -6.316914 17.377795 -0.005 -0.083 0.259
H 7.847379 1.563126 11.492375 0.029 0.488 -0.004
O 0.237604 -1.220432 22.521312 -0.088 -1.051 0.771
O 8.158077 -6.606527 17.379204 -0.526 0.285 -0.062
H 4.758366 0.870364 23.958254 -0.119 0.086 -0.383
O 5.268723 -6.372509 20.021954 -0.705 0.987 -0.349
O 10.122909 -5.749738 17.957815 -0.154 0.149 0.081
H 4.321914 -6.206124 15.171311 0.566 -0.665 0.206
C 5.292546 2.607018 22.861470 0.267 0.590 0.199
H -2.358090 -1.207165 21.476923 -0.183 0.159 -0.289
O 11.132204 -1.065017 12.886567 0.070 0.327 0.547
C 9.489217 -6.730370 17.265966 0.614 -0.296 0.875
O 3.026163 -1.295249 25.751034 0.120 -1.143 -0.023
C 2.324540 -0.214900 25.499330 -0.510 -0.965 -0.490
O 10.862813 2.269929 13.839233 -0.019 0.822 -2.035
C 3.395943 5.310097 11.309079 -0.584 0.713 -0.522
H 2.974974 -7.146741 22.434419 -0.183 0.048 0.000
H 7.921670 3.620055 18.628989 -0.374 0.131 -0.061
H 6.333615 -7.114354 27.274593 -0.068 -0.069 -0.004
O 1.070112 -0.455582 25.806161 -0.947 0.130 0.891
H 3.019475 -1.128823 21.841812 -0.609 -0.135 0.088
H 9.171976 -3.968378 17.813259 -0.222 0.187 0.451
C 6.988897 -0.997348 17.852405 0.324 -0.094 0.486
O 5.119011 1.275381 19.249756 -0.880 -1.292 -0.077
O 3.639010 -6.437293 18.421272 -0.286 0.716 0.596
O 3.055172 -6.519319 20.488845 -0.399 0.743 -0.526
C 4.397915 -1.238946 25.339073 -0.511 0.962 1.271
H 5.286871 -2.251992 21.595200 -0.301 0.344 -0.280
H 8.935223 -0.988367 24.656493 -0.088 0.175 -0.033
C 10.145108 -1.467828 13.677947 0.613 0.251 0.546
H 3.331139 0.323331 21.088701 -0.630 0.544 -0.307
O 9.008732 -1.108348 13.624455 -1.061 0.100 -0.236
H 4.146581 -5.859006 22.146394 0.202 -0.328 -0.241
H 8.884232 -3.177891 15.368421 0.488 -0.523 -0.404
C 7.885756 -2.892398 24.856070 1.256 -0.542 -1.251
H 9.984304 0.256538 17.477195 -0.648 0.266 -0.482
C 10.785240 -0.149913 11.823084 -1.051 -1.047 -1.217
H 9.427692 -4.589806 19.506082 0.053 0.214 -0.075
H 6.770953 0.723956 12.588185 0.158 -0.139 -0.317
C 7.358409 3.752470 19.566777 0.968 0.099 -1.271
H -2.732711 -1.400391 18.896083 0.064 -0.084 -0.080
O 7.759456 -3.817420 25.950331 -0.437 0.867 -0.037
H 7.002097 -4.993090 18.065614 0.126 0.027 -0.409
C 5.149206 4.228257 12.324016 0.656 -0.169 0.067
C 7.837548 -5.613707 18.381331 0.196 0.109 -0.254
H 7.982297 0.249967 16.007272 -0.076 0.089 -0.106
H 4.882839 -6.109257 26.873764 0.068 -0.269 0.001
H 6.390903 1.247835 24.225696 0.405 0.528 -0.305
H 7.293662 -2.933073 19.468749 0.345 0.085 0.333
O 6.171751 -1.420548 18.784045 -2.080 -0.475 -0.094
H 5.794978 5.039914 20.324180 -0.251 -0.739 0.239
C 4.411016 -5.942889 17.322572 0.740 -0.839 -0.191
C 7.529528 1.515079 12.530497 -0.880 -1.002 0.367
H 4.453284 2.585546 22.176138 0.222 -0.391 -0.376
O -0.592254 -1.062103 20.418809 -0.141 -0.416 -0.564
O 6.886779 2.457275 19.937691 0.297 0.225 0.259
C 4.105252 -6.344753 19.677011 0.467 -1.823 0.136
H 6.181493 3.060879 22.432788 -0.167 0.135 -0.209
C -2.542091 -2.249797 19.557902 -0.735 0.759 -0.616
C 6.976365 -0.024382 15.707801 0.384 -0.751 -0.565
C 5.781946 -6.202239 27.484939 -0.480 0.659 -0.403
H 6.460018 2.514135 14.118655 -0.202 -0.272 -0.236
H 12.528138 1.312849 17.380567 0.552 -0.884 0.147
H 4.520058 -1.234762 24.261191 -0.048 -0.494 -0.097
H 8.108036 4.170208 20.236483 -0.492 -0.179 0.598
H -0.164943 1.428871 23.863133 -0.184 -0.298 -0.483
H 10.251518 0.760571 12.088766 0.473 -0.002 0.887
H 8.334423 1.123551 13.145299 0.145 0.446 0.121
H -1.620858 1.216524 24.906127 0.095 0.397 -0.362
O 5.717977 3.037189 12.258557 -0.123 -0.991 0.125
H 10.429813 -3.359964 16.327067 0.184 -0.230 -0.367
C 2.522129 -0.166958 21.632809 1.466 -0.775 0.567
H -1.456475 -2.683982 21.317299 -0.023 0.128 0.095
H 0.806740 1.574918 25.893420 -0.001 -0.090 -0.019
H 3.285384 6.053167 12.094204 0.020 -0.034 0.105
C 11.950482 0.710518 16.676491 -0.971 2.487 1.210
C -0.673969 0.782939 24.567260 -0.503 -0.230 1.758
H 10.008817 -0.679203 11.253917 0.476 -0.079 -0.460
H -0.950776 -0.212230 24.227269 0.391 0.134 -0.409
H 7.191578 -1.443013 20.494368 0.495 -0.431 0.203
C 0.339603 -0.965189 21.362960 0.228 1.787 -0.790
H 9.168530 -1.894946 26.198970 0.470 0.085 -0.416
H 4.734456 -0.275304 25.725878 0.614 -0.173 -0.107
H -0.390392 0.711959 26.766141 -0.060 -0.850 -0.054
H 2.499968 -5.421076 22.180046 -0.485 -0.317 -0.389
H 4.448737 -4.852330 17.340933 -0.160 0.018 0.044
C 11.002239 1.753448 14.874959 0.089 -0.687 2.229
H 2.870760 -5.862293 15.856800 -0.208 -0.313 0.426
O 10.645477 -2.276134 14.610321 0.914 -0.447 -0.159
C 8.468332 -1.611487 25.408620 -0.231 -0.721 1.107
H 5.506854 -6.129537 28.531793 0.090 -0.141 0.059
C 0.179760 0.679808 25.839072 0.570 1.103 -0.697
H 8.541653 -3.440599 24.164625 0.477 0.519 0.175
C 9.835225 -2.728389 15.679164 -1.481 1.089 0.466
C 6.830521 2.712333 13.105685 0.566 1.446 0.497
O 2.772250 0.763971 24.985414 0.395 1.629 -0.435
O 6.626585 -5.077985 27.223658 0.596 -0.500 1.327
H 7.703770 -1.106174 26.005951 -0.143 0.391 -0.518
H -3.529076 -2.604232 19.861697 0.058 0.000 0.198
H 12.125149 -0.356359 16.733155 0.290 -0.055 -0.646
O 12.174179 1.385792 15.434120 0.114 -0.869 -0.493
H 6.426468 0.826659 15.316932 -0.327 0.084 0.650
H 3.416556 -7.499906 16.113458 0.480 -0.247 0.031
H 3.992050 5.734061 10.499267 0.244 -0.030 0.142
H 7.423317 3.623374 13.259465 0.227 -0.266 -0.493
H 12.807043 -0.661605 11.072715 -0.683 -0.518 -0.731
```
Positions in Å, forces in eV/Å.

---

Entry 2:
Computed, not measured: 3 unconnected molecules or ions with the total composition C39H75Cl4N4O7 at a distorted geometry, with ωB97M-V with the def2-TZVPD basis set.

Computed properties:
Kohn-Sham gap: 8.469 eV
LUMO: -2.15 eV
Charge: +1
Largest force on an atom: 1.046 eV Å⁻¹

```
129
Properties=species:S:1:pos:R:3:forces:R:3
H -5.934418 0.395506 6.525386 0.003 -0.040 0.011
N 2.521200 -0.989478 1.150144 -0.219 -0.579 -0.299
H 1.907871 1.150636 1.932396 0.097 0.121 0.016
C -4.668082 1.358447 2.371712 0.171 -0.100 0.023
H -0.302365 0.067851 -5.499588 -0.009 0.006 0.011
C 1.494099 3.467719 3.549628 -0.113 -0.099 -0.012
O -6.435021 -2.869541 4.328470 0.011 0.094 0.119
C -1.056892 0.642363 -6.047233 0.042 -0.054 0.003
Cl 7.129894 1.561349 -4.212618 -0.090 0.029 -0.030
C 1.989385 -0.264673 -0.115423 -0.009 0.724 0.317
H -3.747627 1.895113 2.642333 -0.028 0.067 -0.035
H -0.022581 4.401486 4.811275 0.042 0.013 -0.014
C 1.840041 3.280865 2.065265 0.014 -0.064 0.129
H 1.497806 2.484937 4.036340 0.043 0.064 0.073
H 5.765716 -3.158183 -0.690408 -0.100 -0.018 0.019
C 5.676422 0.792742 -1.117970 0.018 -0.002 0.054
H -0.697361 1.672124 -6.171849 -0.004 -0.003 0.007
C -7.754516 -2.354202 4.372680 -0.012 -0.039 -0.006
H 2.232260 -2.167192 2.834682 -0.058 0.026 0.067
Cl 1.286004 3.436900 -1.131291 -0.333 0.026 -0.190
H -7.156409 -0.835309 -5.261110 -0.008 0.002 -0.001
H 1.114330 3.681685 -3.745856 0.034 -0.005 0.002
H -6.624615 -4.083324 6.002582 -0.002 0.013 -0.005
H -0.486893 -1.396571 -1.605081 0.024 0.070 0.016
Cl 3.408364 0.491030 -3.350610 0.170 -0.098 0.044
H -4.360354 0.768064 -3.839961 0.016 0.014 -0.051
H -7.652740 0.619065 -4.361463 0.011 0.006 -0.001
H -0.672076 3.409773 3.521042 -0.002 0.074 -0.071
H -4.297776 1.240089 5.098873 0.005 0.043 -0.024
H 1.313403 -0.713909 2.821275 0.312 -0.179 -0.216
H 7.164655 -0.750715 -1.411104 -0.043 0.007 -0.011
H -2.232783 0.568817 -0.389519 0.036 0.038 -0.095
C 7.122348 -4.641276 0.099774 0.008 0.075 -0.010
C 2.750982 1.336466 -1.956961 0.152 -0.376 0.160
H -1.617786 2.070275 -4.091135 -0.019 -0.008 0.015
H -1.868378 0.453606 -3.388793 0.075 0.001 0.015
C -7.260901 0.246360 -5.315339 -0.033 -0.035 -0.087
H 1.136537 1.969739 -4.203507 0.038 -0.004 -0.014
C -6.338105 -4.132196 4.945895 0.009 -0.067 -0.065
H -1.199326 0.199523 -7.030806 0.014 -0.001 0.001
C 5.417945 -3.302059 1.423912 -0.013 -0.126 -0.052
H -3.918249 2.202062 -6.203994 -0.022 -0.033 0.023
H 6.988884 -5.699398 0.331181 -0.016 0.035 0.053
C 0.480021 -1.055107 -2.029973 0.043 -0.063 0.154
N 4.074307 -2.716259 1.412485 0.162 -0.064 0.680
H 2.623609 2.915417 -4.286459 -0.031 0.011 0.015
H -4.635354 3.792103 -5.882241 0.034 -0.006 -0.010
H 3.305963 -3.325172 1.670263 0.024 0.055 -0.073
H 6.093024 -0.520272 -2.788686 0.042 -0.008 -0.009
C 0.128458 4.112143 3.770790 -0.037 -0.014 0.016
H -5.517057 -0.973950 5.478253 -0.008 0.012 -0.045
H 7.229675 -4.732575 -2.071805 0.002 0.010 0.027
H 6.216617 1.071689 -0.208008 -0.072 0.207 -0.058
H 3.331279 1.863873 2.618029 -0.019 -0.020 -0.024
O 0.517047 -0.522437 -3.100125 -0.033 -0.019 -0.125
H 4.962223 -4.643868 -0.169541 0.030 0.063 -0.144
H 8.624979 0.379745 -2.841027 -0.068 -0.051 -0.074
H 0.909620 3.286484 1.489457 0.127 0.053 -0.048
C 7.691088 0.902080 -2.651905 0.112 0.154 0.115
C -6.000713 2.191217 -5.681541 -0.032 -0.004 -0.020
H -8.203155 -2.550712 5.354461 -0.007 0.020 0.000
H 4.428975 1.842777 0.731848 0.028 -0.055 0.020
C -2.270617 1.184390 -4.102388 -0.011 0.018 -0.050
C 4.446089 -0.022377 -0.697856 -0.011 0.173 0.122
H -0.003567 5.000639 3.149633 0.035 -0.004 0.040
H -0.716725 -3.393562 3.286293 0.052 0.021 0.028
C 3.375193 1.905408 0.473591 0.013 0.148 -0.075
C -3.659667 1.587337 -3.659189 0.029 -0.039 0.094
H -3.615721 1.776018 -2.582280 -0.038 -0.032 0.001
C -5.249320 0.975182 4.614940 -0.001 0.032 -0.004
H 0.021348 0.132045 2.673629 -0.438 0.232 -0.248
H 5.660506 -1.025795 0.654410 -0.014 -0.037 -0.182
N 0.800121 0.471628 -0.013518 -0.479 -0.678 -0.637
H -0.447489 -1.696340 3.660669 -0.072 -0.068 -0.032
H 7.732947 -4.221132 0.906255 0.019 -0.060 -0.022
C 1.703292 2.768648 -3.719719 -0.093 0.038 -0.010
C 3.115160 0.762147 -0.576567 0.132 0.014 0.119
C 7.870421 -4.489143 -1.221677 0.027 -0.084 0.000
H 4.325825 -0.856332 -1.392017 0.015 0.138 -0.098
H -1.659602 -2.169836 2.462068 0.057 -0.019 0.020
H 5.374622 1.719672 -1.608873 -0.027 -0.071 -0.076
C 2.002112 2.379860 -2.302052 -0.071 0.288 -0.105
N 4.732835 -0.624682 0.625932 0.177 -0.567 -0.210
H -1.666001 0.006140 2.054193 0.130 0.027 0.151
H -1.833456 2.153841 0.251381 -0.056 -0.019 -0.065
C 5.757613 -3.937599 0.080947 0.143 0.011 0.069
C -7.765952 -0.865812 4.111627 -0.032 -0.039 -0.060
H -6.634429 2.616300 -4.892302 0.016 0.017 0.005
H 2.562178 -1.524723 -1.843217 -0.061 0.101 0.010
C 0.392533 -2.331076 1.760008 0.171 -0.142 -0.242
H -1.063830 1.623612 -1.254188 0.030 -0.144 -0.094
C 1.630933 -1.537682 2.180073 0.054 -0.084 0.076
C -0.714050 0.541248 1.992687 -0.314 0.304 -0.141
H -0.024665 -1.950075 0.831452 0.002 0.103 0.105
C 3.775953 -1.477855 1.074133 -0.169 0.453 -0.138
O -7.379400 -0.080292 5.227273 -0.002 0.022 -0.004
H 2.264688 4.066639 4.039625 0.041 -0.092 0.005
H 8.735521 -5.150023 -1.266641 0.007 0.026 0.031
H -0.929024 1.561780 2.322870 -0.011 -0.018 0.023
H -7.162788 -0.634296 3.230372 0.027 -0.022 0.028
H -6.972909 -4.875478 4.449544 -0.006 0.013 -0.009
H -8.799206 -0.578615 3.909228 0.015 0.023 -0.026
Cl 0.920214 -4.015583 1.302072 0.049 0.106 -0.030
C -0.315259 0.669985 0.541915 0.343 0.529 0.282
H 7.906926 1.769407 -2.028236 0.057 -0.080 0.045
H 6.156229 -2.547059 1.699637 -0.035 0.008 0.055
H 3.273363 2.860950 -0.036303 0.087 -0.159 0.094
H 8.233068 -3.466472 -1.347036 -0.068 0.003 -0.052
H 2.459065 4.115520 1.724389 -0.204 0.083 -0.084
C 1.707589 -1.373541 -1.184325 0.016 -0.083 0.106
C -0.669460 -2.396262 2.853876 -0.017 -0.326 0.222
H -5.300473 -4.453111 4.873453 -0.005 -0.006 0.001
H -6.413535 2.497778 -6.652863 -0.049 -0.006 0.015
H -5.471394 2.088723 2.229181 -0.003 0.003 0.031
H -8.370757 -2.849193 3.609353 -0.014 -0.038 0.030
O -5.986215 0.779748 -5.589252 0.044 0.036 0.155
O -4.119742 2.801998 -4.219661 0.017 0.009 0.003
H 1.525025 -2.321145 -0.677461 0.003 -0.014 0.019
H 5.441993 -4.042798 2.223930 -0.029 -0.007 -0.033
H -4.505168 0.823587 1.436141 -0.008 0.043 -0.023
C -1.419630 1.294855 -0.283780 0.075 0.144 0.327
C 6.642599 0.008543 -2.008049 -0.039 -0.111 0.047
H -7.980946 0.492616 -6.104357 0.013 0.010 -0.008
O -4.994212 0.397866 3.345152 -0.097 -0.016 -0.029
C -4.603104 2.751619 -5.554358 -0.022 0.018 -0.081
O -2.305816 0.618345 -5.395364 -0.078 0.113 -0.027
C 2.601830 1.980248 1.808760 0.112 -0.123 0.197
C -5.996005 0.008357 5.506279 0.071 -0.004 0.040
H -5.841153 1.891464 4.499053 -0.014 -0.008 0.016
```
Positions in Å, forces in eV/Å.